# 1
A molecular structure, C31H47NO2P2S2Ti in a non-equilibrium geometry, computed with ωB97M-V with the def2-TZVPD basis set.

Geometry as XYZ:
```
86
Properties=species:S:1:pos:R:3
Ti 0.150 -0.650 0.101
C -0.585 -2.422 1.467
C 0.823 -2.543 1.086
C 0.671 -1.131 2.937
C -0.642 -1.572 2.631
C 1.563 -1.637 1.940
C -1.709 -3.283 1.001
H -1.416 -3.917 0.153
H -2.594 -2.693 0.712
H -2.015 -3.951 1.823
C -1.829 -1.390 3.502
H -2.750 -1.642 2.969
H -1.922 -0.356 3.864
H -1.750 -2.043 4.386
C 1.108 -0.438 4.179
H 1.699 -1.105 4.822
H 0.250 -0.078 4.758
H 1.727 0.439 3.958
C 3.049 -1.555 2.041
H 3.422 -2.194 2.861
H 3.378 -0.531 2.252
H 3.531 -1.881 1.114
C 1.428 -3.610 0.234
H 1.918 -4.362 0.878
H 2.206 -3.214 -0.437
H 0.673 -4.137 -0.365
C -1.581 0.431 -4.354
C -1.629 -0.924 -4.349
C -0.868 -1.724 -5.356
C 0.633 -1.312 -5.480
C 1.275 -0.752 -4.249
C 1.420 0.574 -4.060
C 0.700 1.600 -4.904
C -0.759 1.238 -5.320
H -1.318 -1.648 -6.367
H 0.727 -0.615 -6.330
H -0.927 -2.792 -5.103
H -0.732 0.767 -6.315
H -2.276 1.008 -3.737
H -2.424 -1.475 -3.835
H -1.297 2.190 -5.478
H 0.666 2.557 -4.357
H 2.177 0.973 -3.390
H 1.271 1.823 -5.826
H 1.199 -2.210 -5.798
H 1.806 -1.464 -3.612
P -1.348 -0.490 -1.613
P 1.954 0.975 -0.322
C -0.453 1.117 -1.984
C 0.706 1.898 -1.304
H -1.240 1.849 -2.224
H -0.027 0.789 -2.941
H 1.324 2.385 -2.079
H 0.285 2.695 -0.679
C 2.772 2.159 0.755
H 3.583 1.649 1.291
H 2.018 2.520 1.481
H 3.156 2.986 0.146
C 3.216 0.124 -1.327
H 3.626 0.809 -2.081
H 2.800 -0.772 -1.822
H 4.015 -0.203 -0.643
C -3.141 -0.455 -1.579
H -3.458 -1.232 -0.859
H -3.629 -0.654 -2.540
H -3.477 0.522 -1.201
C -0.411 -2.018 -2.095
H 0.572 -2.117 -1.577
H -0.163 -2.009 -3.162
H -1.000 -2.933 -1.919
O 1.093 4.828 3.802
S 0.871 3.417 4.015
O 1.865 2.654 4.747
N 0.445 2.620 2.599
C -0.744 2.058 2.631
S -1.252 1.020 1.279
C -1.519 2.394 3.847
C -2.808 2.055 4.287
C -3.229 2.393 5.585
C -2.343 3.082 6.448
C -1.069 3.443 6.015
C -0.703 3.127 4.719
H -3.490 1.552 3.602
H -4.228 2.136 5.933
H -2.658 3.317 7.464
H -0.353 3.962 6.658
```

Values from the calculation:
Net charge: +1
Spin multiplicity: 2
Lowest unoccupied orbital energy (alpha / beta) (eV): -2.937 / -2.673
HOMO level (alpha / beta) (eV): -10.190 / -10.168
Energy relative to the best compared isomer or geometry (same formula, charge and spin) (kJ/mol): 485.3
Orbital gap (alpha / beta) (eV): 7.2528 / 7.4950

***

# 2
A molecular structure, C31H48AsBF3IrN6O4S4, computed with ωB97M-V with the def2-TZVPD basis set.

Geometry as XYZ:
```
99
Properties=species:S:1:pos:R:3
Ir -1.066 2.407 0.790
C -4.555 -1.223 -0.813
C -3.093 -1.216 -1.118
C -2.484 -2.083 -1.979
C -1.095 -1.989 -2.249
N -0.355 -1.117 -1.613
N -0.947 -0.279 -0.761
B -0.002 0.669 0.009
N 1.087 1.157 -0.995
N 2.126 0.343 -1.165
C 3.045 0.687 -2.035
C 2.913 1.874 -2.793
C 1.863 2.726 -2.593
C 1.699 4.021 -3.321
C 0.939 2.328 -1.600
S -0.364 3.369 -1.092
C 4.246 -0.226 -2.195
C 4.341 -0.678 -3.659
C 4.123 -1.451 -1.290
C 5.502 0.572 -1.814
N 0.669 -0.073 1.195
N 0.542 -1.385 1.354
C 1.177 -1.932 2.366
C 2.012 -1.156 3.206
C 2.116 0.200 3.055
C 2.904 1.099 3.950
C 1.342 0.728 2.008
S 1.131 2.417 1.668
C 0.986 -3.415 2.619
C -0.110 -3.983 1.723
C 0.590 -3.621 4.089
C 2.316 -4.126 2.328
C -2.248 -0.246 -0.528
S -2.857 1.009 0.474
C -0.371 -2.846 -3.281
C 0.554 -3.824 -2.547
C 0.470 -1.925 -4.175
C -1.356 -3.629 -4.149
H -5.049 -2.061 -1.299
H -5.024 -0.299 -1.160
H -4.725 -1.296 0.264
H -3.076 -2.831 -2.487
H 3.667 2.117 -3.531
H 2.435 4.110 -4.116
H 1.828 4.863 -2.638
H 0.703 4.102 -3.760
H 3.447 -1.224 -3.966
H 5.197 -1.343 -3.774
H 4.487 0.159 -4.343
H 3.238 -2.041 -1.536
H 4.057 -1.167 -0.239
H 5.004 -2.077 -1.421
H 5.654 1.436 -2.463
H 6.381 -0.066 -1.910
H 5.450 0.922 -0.781
H 2.544 -1.644 4.012
H 3.520 0.523 4.637
H 2.228 1.730 4.531
H 3.553 1.757 3.371
H -1.071 -3.503 1.917
H -0.216 -5.049 1.925
H 0.131 -3.853 0.670
H -0.316 -3.066 4.337
H 1.379 -3.323 4.780
H 0.394 -4.680 4.262
H 2.612 -3.993 1.285
H 2.208 -5.194 2.517
H 3.123 -3.759 2.964
H 1.239 -3.288 -1.886
H 1.143 -4.383 -3.275
H -0.015 -4.542 -1.955
H 1.180 -1.348 -3.581
H -0.160 -1.233 -4.737
H 1.029 -2.528 -4.892
H -1.917 -4.368 -3.574
H -0.802 -4.173 -4.913
H -2.061 -2.971 -4.663
F -1.671 -0.128 5.323
C -2.672 0.213 4.523
F -3.795 0.296 5.217
F -2.808 -0.728 3.583
S -2.330 1.848 3.741
O -3.543 2.172 3.021
O -1.901 2.709 4.789
O -1.233 1.483 2.769
C -3.664 5.687 2.590
As -3.953 4.593 1.051
C -4.363 5.756 -0.408
C -5.439 3.403 1.253
O -2.491 3.874 0.525
H -4.606 6.181 2.830
H -2.919 6.439 2.337
H -3.338 5.075 3.422
H -5.268 6.320 -0.183
H -4.514 5.164 -1.309
H -3.531 6.442 -0.551
H -6.335 4.022 1.304
H -5.323 2.817 2.158
H -5.497 2.764 0.375
```

Values from the calculation:
Net charge: +2
Lowest unoccupied orbital energy (eV): -7.824
HOMO level (eV): -13.786
Energy relative to the best compared isomer or geometry (same formula, charge and spin) (kJ/mol): 0.0
Orbital gap (eV): 5.9615

***

# 3
A molecular structure, C31H48BrCl3N3O3Pb in a non-equilibrium geometry, computed with ωB97M-V with the def2-TZVPD basis set.

Geometry as XYZ:
```
90
Properties=species:S:1:pos:R:3
Pb -0.945 -0.881 -1.022
C 0.401 -2.880 1.832
N -0.920 -2.296 1.959
C -0.997 -1.511 3.174
C -1.994 -3.272 1.926
C -2.119 -4.048 0.614
N -2.507 -3.256 -0.545
C -2.245 -4.018 -1.757
C -3.906 -2.877 -0.495
H 0.602 -3.634 2.612
H 1.136 -2.083 1.923
H 0.523 -3.331 0.852
H -0.909 -2.134 4.082
H -1.942 -0.970 3.212
H -0.188 -0.784 3.179
H -2.925 -2.734 2.123
H -1.875 -4.023 2.736
H -2.851 -4.860 0.779
H -1.161 -4.516 0.386
H -2.722 -5.008 -1.726
H -1.173 -4.136 -1.890
H -2.628 -3.470 -2.611
H -4.561 -3.762 -0.474
H -4.143 -2.281 -1.375
H -4.104 -2.273 0.388
C 2.827 5.364 1.595
C 3.271 4.208 2.503
C 4.793 4.270 2.663
C 2.648 4.339 3.897
C 2.788 2.921 1.858
C 1.427 2.693 1.724
C 0.998 1.595 1.020
Br -0.910 1.247 0.961
C 1.830 0.699 0.304
O 1.373 -0.133 -0.541
C 3.217 0.837 0.638
C 3.637 1.946 1.349
C 4.286 -0.188 0.253
C 3.746 -1.470 -0.384
C 5.049 -0.607 1.525
C 5.267 0.448 -0.740
H 3.145 6.327 1.989
H 1.746 5.369 1.483
H 3.262 5.231 0.606
H 5.066 5.195 3.171
H 5.288 4.253 1.695
H 5.154 3.434 3.261
H 3.006 5.234 4.403
H 2.913 3.472 4.499
H 1.565 4.389 3.842
H 0.691 3.357 2.150
H 4.695 2.053 1.522
H 3.076 -1.993 0.293
H 4.582 -2.130 -0.621
H 3.203 -1.253 -1.296
H 4.355 -0.974 2.279
H 5.613 0.217 1.955
H 5.750 -1.405 1.290
H 4.750 0.687 -1.666
H 6.070 -0.254 -0.960
H 5.703 1.363 -0.345
Cl 3.264 -2.911 -3.982
C 1.578 -3.258 -4.384
Cl 1.423 -3.418 -6.130
Cl 1.111 -4.784 -3.624
C 0.694 -2.012 -3.833
O 0.687 -1.047 -4.555
O 0.175 -2.282 -2.744
C -4.714 0.731 0.124
N -4.616 2.044 -0.478
C -4.511 3.073 0.532
C -3.505 2.151 -1.431
C -3.556 1.064 -2.471
C -4.652 1.107 -3.332
C -4.840 0.147 -4.303
C -3.880 -0.837 -4.459
C -2.786 -0.865 -3.615
C -2.589 0.052 -2.571
H -5.597 0.697 0.765
H -3.832 0.475 0.732
H -4.829 -0.007 -0.667
H -5.387 3.033 1.181
H -4.480 4.049 0.048
H -3.610 2.961 1.156
H -2.535 2.139 -0.919
H -3.620 3.129 -1.917
H -5.377 1.903 -3.216
H -5.714 0.181 -4.941
H -3.988 -1.590 -5.229
H -2.040 -1.626 -3.793
```

Values from the calculation:
Net charge: -1
Lowest unoccupied orbital energy (eV): 2.373
HOMO level (eV): -4.408
Energy relative to the best compared isomer or geometry (same formula, charge and spin) (kJ/mol): 99.6
Orbital gap (eV): 6.7818